Formula: C68H60AsF15GeN4O3PSTi
Source: OMol25
Level of theory: the ωB97M-V functional and the def2-TZVPD basis

```
155
Properties=species:S:1:pos:R:3
C 7.3835 -3.3016 -1.9606
As -2.8203 0.7960 2.1245
H -1.0350 -5.2517 -0.9527
H 2.8517 -4.2749 -3.5714
C -0.6276 -4.4856 -0.3040
O 0.6344 -6.9853 -0.3328
F 8.1844 -4.3282 -1.6644
C -4.2632 4.6344 3.3368
H -7.1696 -0.7224 -0.2635
H 1.8504 5.6613 -0.4035
H -1.2661 -2.5665 -3.8505
F 4.6835 4.3223 2.0823
H 2.8233 -0.4369 4.7360
H -5.9696 5.9821 5.2224
N -0.3918 -2.1917 0.3547
H -5.1262 -0.9481 -2.7869
C 1.8135 -1.5272 3.2011
H -2.8366 -3.3457 2.5345
F 6.5988 5.3243 0.4396
C -5.7474 1.3762 0.2680
H -4.7110 -3.7549 1.4494
C 6.1832 -1.3497 4.0971
H -4.7339 -0.1216 3.9252
H 0.2532 1.7576 2.1114
F 7.8057 -3.6186 -4.2496
C 0.8624 -3.8788 1.4690
C 6.7431 -2.5894 -0.9599
C -3.4372 3.6215 2.8590
H 3.2303 -2.5926 -3.9445
H 1.0449 -0.1438 -5.8487
H -4.8163 -3.4555 -3.0172
H 2.0325 -2.7966 -1.7647
C 1.2187 4.8636 -0.7962
C -3.9039 2.2968 2.8245
C 0.9576 -1.4361 2.1109
H -3.8924 5.6573 3.3260
H 2.2789 1.8746 -1.9086
H 1.2010 0.8730 -3.5623
C 2.1405 -0.3855 3.8956
H 2.8284 4.5496 -2.2807
C 0.7202 0.8450 2.4499
H -2.3158 4.3221 -3.7328
H -6.8143 2.7897 4.4954
C 7.1936 -2.9439 -3.2761
H -0.6985 2.4304 -3.6642
Ti -0.6223 -0.2818 -0.0782
C -6.0617 -2.3618 0.5386
C -5.8857 3.0381 3.9863
C 6.3762 -1.8740 -3.5827
H -6.4655 -4.2045 -0.4958
F 6.2027 -1.5143 -4.8584
H 0.7184 -3.6574 -2.5196
C -5.5193 4.3687 3.8598
H -3.4550 0.3430 -1.5923
C 4.9386 2.1940 1.0794
C -1.5300 -0.5621 -4.6411
C -2.0854 2.0197 -0.5613
C -2.8556 -2.2565 2.5386
H -0.0780 -2.1153 -5.0633
C -3.0107 3.0607 -0.6443
F 5.8280 -3.1979 5.5038
C -3.3389 -0.7261 -1.6808
H -1.3667 3.1355 2.4847
C -5.5523 0.5930 3.8720
C 5.2236 -1.3012 1.8681
H 1.6361 3.9112 1.1297
C 1.9222 4.0649 -1.9128
H -0.9493 0.1990 -5.1671
H -3.6777 3.2377 0.1826
C 5.9744 -0.7284 2.8778
C -4.0987 -2.8510 -2.4742
H -6.5558 6.2395 3.5831
F 3.9955 1.7546 1.9302
C 2.4108 -3.3065 -3.8195
C 0.7700 -6.3216 0.7179
C -3.0252 -3.4295 -1.8644
C 1.4705 -2.8845 -2.6935
F 6.9911 -3.0079 0.2915
C -4.0280 -1.7517 1.7198
C 0.5251 -2.5724 1.3023
H 1.9008 -3.4163 -4.7798
H 2.3478 -1.2619 -5.4655
C 6.8680 3.2157 -0.5597
C 5.7592 -1.1875 -2.5596
O 1.1902 -6.6424 1.8502
H -6.2776 0.1965 3.1602
C -4.2701 -1.4538 -2.3586
N -1.8860 1.1473 0.5296
H 1.8113 1.7512 4.0375
H -1.9642 4.4806 1.5218
C -0.6503 -1.7405 -4.2113
C -2.1074 -2.6268 -1.1584
H -0.0744 3.8316 0.6535
H -2.8731 -4.5014 -1.8889
S 2.7525 -0.6326 -0.4600
C -6.4081 5.4816 4.3555
F 7.1619 1.1588 -1.5516
C 0.3232 -4.8625 0.6106
H -7.5323 -3.9058 0.8712
H -7.3877 5.1016 4.6483
C 1.5808 0.8308 3.5178
H 2.6667 0.4642 -5.5427
C -2.0234 4.0015 2.4964
C -4.2578 -0.3836 1.4416
H 3.1667 2.7823 -0.6884
C 0.9424 3.8047 0.2844
H -5.3990 1.5527 -0.7545
C -1.0342 -3.1505 -0.3882
C 6.2527 4.0387 0.3552
C 2.2264 2.7301 -1.2440
H 2.2069 -2.4941 3.4827
H -2.0028 -0.0744 -3.7877
H 1.2457 3.9184 -2.7555
C -1.2747 1.8212 -1.7051
Ge 4.7818 -0.5313 0.0881
H -6.0257 0.6202 4.8550
F 6.9105 -0.7564 5.0510
C -5.0906 1.9949 3.5178
F 6.5573 0.4760 2.7394
H -5.3209 2.1446 0.9000
F 4.3660 -4.4136 3.5671
C 1.6386 -0.1169 -3.7353
H 0.2909 5.3112 -1.1539
C -7.0081 -3.4239 0.0423
H -0.5404 1.0162 -1.7286
N 0.4179 -0.2539 1.7446
C 5.9085 -1.5176 -1.2200
C -5.3957 -0.0251 0.7085
C -6.2855 -1.0200 0.2959
C -3.0869 3.8777 -1.7702
H -3.8168 4.6805 -1.7856
C 1.9317 -0.2839 -5.2301
H -2.9265 -1.9227 3.5768
C 5.6361 -2.5925 4.3316
H 1.5404 -4.2038 2.2496
C -2.2534 3.6832 -2.8607
C -4.9202 -2.7067 1.2522
H -7.7561 -3.0028 -0.6300
C 6.4931 1.8832 -0.6416
F 7.8206 3.7109 -1.3563
C 4.8940 -3.2119 3.3451
C 5.2810 3.5251 1.1899
C 5.5133 1.3302 0.1620
H -2.3279 -0.8895 -5.3119
P 0.5272 -1.3167 -2.8648
F 4.0119 -3.2277 1.2184
H -1.8974 -1.9062 2.1598
N -2.2318 -1.2592 -1.1055
H -6.8316 1.5062 0.2709
H 2.5654 -0.1318 -3.1612
F 5.0137 -0.1336 -2.9289
C -1.3439 2.6304 -2.8168
H -1.6310 4.7040 3.2346
C 4.7091 -2.5621 2.1432
O 1.1385 2.5415 -0.3339
```

HOMO (spin up / spin down) = -3.93 / -3.94 eV
Lowest unoccupied orbital energy (spin up / spin down) = 1.5 / 1.6 eV
Kohn-Sham gap (spin up / spin down) = 5.464 / 5.570 eV
Charge = -1


Formula: C4H10O2
Source: OMol25
Level of theory: the ωB97M-V functional and the def2-TZVPD basis

```
16
Properties=species:S:1:pos:R:3
H -1.6493 -1.9400 0.0565
H -1.2622 1.4359 -1.3840
O 0.4863 1.9481 0.3631
H 0.9447 0.6102 1.8864
C 0.7952 -0.9895 -0.5434
H -1.7925 0.9142 -1.4038
H 2.3715 -0.3049 -1.4899
H 0.2901 -1.6305 -1.2797
H -0.7313 1.1654 1.7627
C -0.2304 -0.4061 0.4034
O 1.5191 0.0449 -1.2095
H 1.4950 -1.6170 0.0293
H -2.1211 -0.6590 1.3094
C 0.1352 0.8485 1.1735
H 1.1356 1.6151 -0.2762
C -1.3860 -1.0355 0.6020
```

HOMO = -9.59 eV
ΔE to the lowest compared entry with this formula, charge and spin = 57.6 kcal per mole
Lowest unoccupied orbital energy = 0.6 eV
Kohn-Sham gap = 10.161 eV
Charge = 0
SMILES string = C=C(CO)CO.[H][H]


Formula: C2H3ClO2P
Source: OMol25
Level of theory: the ωB97M-V functional and the def2-TZVPD basis

```
9
Properties=species:S:1:pos:R:3
O 1.9000 -2.0136 -0.5606
H 0.9945 1.6103 -1.0128
C 0.8964 0.5584 -0.5570
P -0.6294 -0.2130 -0.2845
O 2.4154 -0.7673 -2.4525
C 2.0743 -1.3004 -1.4610
H 0.0418 -1.2645 0.4544
H -1.4536 0.1712 0.9576
Cl 1.7794 0.8206 1.0125
```

HOMO = -3.01 eV
ΔE to the lowest compared entry with this formula, charge and spin = 98.7 kcal per mole
Lowest unoccupied orbital energy = 3.9 eV
Kohn-Sham gap = 6.941 eV
Charge = -1


Formula: C106H100F13N7
Source: OMol25
Level of theory: the ωB97M-V functional and the def2-TZVPD basis

```
226
Properties=species:S:1:pos:R:3
H -17.4807 12.1243 24.5882
C -14.5369 16.8842 28.0665
C -18.5636 8.4685 17.7631
C -16.2393 19.7732 20.2173
C -14.2676 19.6521 18.9040
H -24.1623 14.3379 27.3784
C -22.1192 14.6905 24.7488
H -10.2220 9.3517 17.4979
C -19.0407 18.0281 21.9063
C -11.1167 8.9766 17.8426
C -20.5452 12.8000 15.9801
N -19.8570 18.7246 20.9745
F -17.4346 8.2727 24.3486
H -10.7370 12.2312 20.3427
H -18.1063 2.7953 22.7760
H -22.3496 16.6677 19.2913
H -28.1157 18.3070 24.3015
C -18.2887 9.5043 26.0723
C -12.6263 16.9871 22.6629
C -16.0889 2.4139 23.4287
H -21.2998 19.7141 23.7695
C -23.8043 9.1491 19.9820
C -18.6945 6.5538 19.2237
H -24.2270 18.1305 22.5954
N -13.9701 10.4139 21.6497
H -17.7858 20.9914 19.4007
C -25.5267 17.4625 18.2488
C -24.5541 11.4484 20.2770
C -15.8545 14.9600 17.4545
C -26.0986 18.3274 23.5209
H -12.9214 11.1239 16.2188
C -19.4254 8.7127 19.9981
N -15.9083 16.6013 27.9613
C -18.2569 7.1401 18.0369
C -25.0312 17.5931 23.0682
H -14.1224 20.7379 17.1711
C -15.5068 4.7594 22.1827
C -22.9227 9.2885 21.0967
C -27.2076 17.7378 24.0155
F -19.9830 13.0234 14.7582
C -14.5046 4.0923 22.8763
H -17.6835 8.9421 26.7056
H -16.6703 10.3923 19.8813
H -21.3679 16.5487 23.9917
C -15.3603 16.4609 22.6509
C -16.1691 13.2919 25.8363
C -12.7875 7.4981 18.4098
H -11.0389 6.8437 17.2654
C -13.1856 16.3223 21.5750
H -14.0054 2.5704 24.1624
N -13.0697 8.7583 18.8761
H -15.5387 16.7045 16.3551
C -14.7899 20.5052 17.9425
H -23.8763 8.2002 19.4033
H -19.6654 11.6671 20.0410
C -14.4748 11.8923 25.9797
C -19.8730 10.9768 24.2791
C -24.6337 10.2032 19.6154
C -19.7553 16.7030 28.4793
H -17.5120 17.9505 17.2292
H -19.9908 9.3188 20.6974
C -16.7770 20.6219 19.2686
H -20.6328 11.9788 25.8586
C -10.7105 9.7336 22.4569
C -14.8813 11.0210 20.8865
F -23.3989 14.9755 20.6584
H -19.9667 14.0372 26.4620
C -22.9713 14.1144 25.6517
F -15.1587 5.9075 21.5454
C -19.2542 7.3785 20.1588
H -17.8199 13.7859 23.0091
H -18.3711 8.8839 16.7739
C -20.6142 19.3294 23.0330
C -13.7681 11.5919 15.7171
C -16.4684 12.2644 24.9547
C -20.7129 13.8976 16.8241
C -15.8843 12.9338 14.3103
C -25.0549 16.2173 23.2285
C -16.7170 14.3870 18.3845
C -17.1053 3.1043 22.8217
C -18.9640 10.0044 23.8397
H -13.5451 11.4320 26.2662
H -12.2073 10.6648 18.9934
H -17.5155 4.7621 21.5135
C -20.3552 13.3640 21.2566
C -14.7771 2.9174 23.4956
C -21.1570 11.5824 16.3300
C -14.5843 16.0736 21.6000
C -21.3465 13.8525 18.0095
H -21.0852 10.7193 15.7327
C -10.7299 12.0010 22.6277
H -17.2373 15.3824 29.1161
C -21.8378 12.6609 18.3945
C -14.7471 17.0903 23.7283
C -14.9732 19.3084 20.0940
H -21.4533 14.6677 18.6773
H -13.3883 6.6060 18.6156
H -22.1015 10.7641 22.4520
H -18.5612 14.4908 19.4449
H -25.9153 14.9441 20.5612
C -17.8556 15.0156 18.8305
H -24.1205 15.6235 23.0362
C -14.0217 16.0532 28.9983
H -19.1772 10.3219 18.5678
H -16.8261 19.5378 21.1568
C -19.6760 14.1591 22.0909
C -24.1618 17.5329 18.2261
C -18.1637 16.2263 18.3760
C -21.9664 16.1058 24.7649
H -21.5678 14.0359 24.1021
H -21.3148 13.5896 20.8411
C -23.5867 11.6200 21.2264
C -16.2103 16.2496 17.0499
H -26.1524 14.4679 23.7357
C -11.5615 7.6215 17.7435
H -10.7961 9.7251 20.4158
C -19.6339 14.9405 26.8685
C -16.0730 20.9594 18.1031
H -16.3870 16.2954 22.6738
H -16.5185 21.5961 17.3197
C -23.2694 16.1815 26.7091
H -15.0072 10.5888 24.3604
H -12.6758 15.9632 20.6831
H -18.8420 9.7394 22.8012
H -20.1321 17.0356 29.4708
C -25.4946 15.7031 19.8822
H -19.2165 10.7024 27.5952
H -14.1230 17.5398 27.3233
H -26.1407 18.2080 17.7020
C -13.4342 17.3887 23.7533
H -20.6407 14.7544 28.7984
F -12.9985 19.2435 18.6906
C -19.5096 18.3841 23.1716
C -19.0653 9.2628 18.7923
H -16.6781 13.4448 13.8069
H -16.1930 1.4227 23.8971
H -18.1127 17.6978 25.6517
H -18.8362 18.6272 27.9380
F -15.6073 17.3824 24.7715
H -17.5095 11.7168 21.5027
H -16.6182 17.0268 27.3514
H -22.3515 17.9673 25.9348
C -18.5956 17.0640 26.3853
H -18.1712 17.4311 21.6927
C -17.3289 16.8877 17.4781
H -10.5943 8.7118 22.7185
F -19.5473 6.7102 21.3141
F -17.3885 11.7517 15.5732
N -18.4814 13.5624 22.3120
C -10.7581 11.6575 21.2677
H -19.7846 18.5603 19.9567
H -12.9955 17.9495 24.5711
H -23.1153 13.0514 25.6477
H -14.6652 13.5879 27.2322
C -16.1027 12.0125 15.2986
H -23.6137 18.2757 17.7438
C -20.0641 15.3852 28.0774
H -10.6423 13.0344 22.9556
C -23.5201 14.8524 26.7005
C -22.4950 16.8482 25.7964
C -27.2664 16.3622 24.1189
H -27.3256 16.4839 19.0255
H -22.4110 12.5120 19.3261
C -14.5371 13.1519 14.0518
C -15.1210 15.3347 29.5938
C -24.1192 15.8045 19.8730
C -18.9317 15.8269 26.0533
H -14.9544 14.4553 17.0829
C -15.4757 8.8216 21.0966
C -12.0893 9.6244 18.5875
F -18.6014 15.3895 24.8767
C -19.9685 11.1432 25.6296
H -13.6554 8.4981 22.4183
C -21.8123 11.5190 17.5409
C -15.3325 11.3836 25.0513
H -15.4296 10.5349 16.6896
H -11.5673 17.2501 22.6872
H -15.0064 15.6063 20.7123
C -23.4167 16.6738 19.0535
C -26.2071 15.5776 23.6513
H -13.8092 9.0827 19.5033
C -15.1229 11.3131 15.9958
H -14.2232 13.9123 13.3195
C -15.8312 10.1021 20.5088
H -23.4740 12.5692 21.6700
H -13.6183 4.7016 23.0020
C -26.2089 16.5493 19.0252
C -18.2279 9.2664 24.7460
H -14.7438 12.0257 20.7036
H -15.1014 14.7873 30.5171
F -23.6965 16.9101 27.7365
H -19.3554 17.9036 24.1577
F -19.2499 16.9296 18.8154
H -20.1144 14.7776 16.5887
C -18.3525 12.4191 21.5521
F -26.0153 19.6400 23.3867
H -18.5064 5.4897 19.3548
H -22.3933 10.6771 17.9048
H -21.5092 20.1109 21.1420
N -15.0011 13.0370 26.4489
H -12.9854 15.9607 29.2359
C -19.1871 10.4405 26.5351
C -20.7927 19.5244 21.6912
H -13.1194 10.8348 22.0688
H -20.0243 14.9803 22.6829
F -25.1983 12.5130 19.8035
H -25.3983 10.0515 18.8714
H -22.2932 8.4587 21.3760
H -12.5068 12.7248 14.3984
C -16.2595 15.6813 28.9270
C -19.5102 12.3029 20.8501
H -28.2048 15.8396 24.3536
C -16.7538 4.2611 22.1153
H -15.9362 7.8735 20.8910
H -10.8271 10.6940 24.4148
C -22.8288 10.5487 21.6574
H -16.7045 14.1844 26.0754
C -13.5031 12.4991 14.6959
H -14.5194 18.7140 20.8708
C -19.0263 17.5597 27.6819
C -14.2887 9.0634 21.8030
H -16.4995 13.3753 18.6953
C -10.7414 10.7855 23.3422
H -20.4638 11.5673 23.5896
N -10.7748 10.2613 21.2410
H -17.7019 6.4948 17.3682
```

HOMO = -8.07 eV
Lowest unoccupied orbital energy = 0.5 eV
Kohn-Sham gap = 8.609 eV
Charge = 0


Number 1: largest force on an atom 1.78 eV/Å. Number 2: largest force on an atom 0.39 eV/Å. Number 3: largest force on an atom 2.64 eV/Å. Number 4: largest force on an atom 3.76 eV/Å.